1.
{"formula": "C35H71NO20Zr", "method": "ωB97M-V with the def2-TZVPD basis set", "relative_energy_kj_mol": 0.0, "energy_ev": -81155.3961, "largest_force_ev_per_a": 7.33, "charge": 2, "gap_ha": 0.274, "elements": ["Zr", "O", "C", "C", "O", "H", "H", "H", "H", "C", "N", "O", "O", "H", "H", "H", "O", "C", "O", "C", "C", "C", "H", "H", "H", "H", "H", "H", "H", "H", "O", "C", "O", "C", "C", "C", "H", "H", "H", "H", "H", "H", "H", "H", "O", "C", "O", "C", "C", "C", "H", "H", "H", "H", "H", "H", "H", "H", "O", "C", "O", "C", "C", "C", "H", "H", "H", "H", "H", "H", "H", "H", "O", "C", "O", "C", "C", "C", "H", "H", "H", "H", "H", "H", "H", "H", "O", "C", "O", "C", "C", "C", "H", "H", "H", "H", "H", "H", "H", "H", "O", "C", "O", "C", "C", "C", "H", "H", "H", "H", "H", "H", "H", "H", "O", "C", "O", "C", "C", "C", "H", "H", "H", "H", "H", "H", "H", "H"], "coordinates": [[1.12, -10.27, -20.73], [1.51, -12.16, -21.58], [0.53, -12.65, -22.48], [-0.79, -11.90, -22.40], [-0.67, -10.65, -21.73], [0.36, -13.71, -22.31], [0.97, -12.56, -23.48], [-1.57, -12.45, -21.86], [-1.15, -11.73, -23.42], [2.75, -15.88, -21.98], [2.57, -15.80, -20.52], [3.28, -15.03, -19.87], [1.59, -16.37, -20.07], [3.22, -16.81, -22.28], [3.38, -15.07, -22.32], [1.77, -15.84, -22.45], [5.55, -15.00, -25.24], [4.45, -14.81, -24.84], [3.62, -15.77, -24.45], [4.04, -17.15, -24.67], [3.51, -17.64, -26.00], [3.87, -13.43, -24.63], [3.54, -17.71, -23.88], [5.12, -17.19, -24.57], [3.90, -18.63, -26.21], [3.85, -16.97, -26.79], [2.42, -17.66, -25.98], [4.69, -12.75, -24.47], [3.18, -13.42, -23.78], [3.30, -13.08, -25.50], [-5.14, -11.94, -17.50], [-5.21, -13.12, -17.72], [-5.13, -13.65, -18.94], [-4.76, -12.79, -20.01], [-5.37, -13.31, -21.30], [-5.50, -14.15, -16.69], [-3.67, -12.65, -20.08], [-5.15, -11.79, -19.79], [-4.92, -14.24, -21.62], [-5.30, -12.54, -22.07], [-6.44, -13.46, -21.14], [-5.86, -15.07, -17.15], [-6.16, -13.73, -15.94], [-4.56, -14.40, -16.19], [0.55, -8.20, -21.73], [0.45, -6.99, -21.93], [-0.46, -6.29, -21.34], [-1.51, -6.96, -20.58], [-2.32, -5.90, -19.87], [1.37, -6.20, -22.80], [-1.08, -7.63, -19.84], [-2.18, -7.51, -21.25], [-1.66, -5.33, -19.21], [-3.08, -6.39, -19.27], [-2.74, -5.21, -20.60], [2.33, -6.11, -22.30], [0.95, -5.22, -22.97], [1.51, -6.74, -23.74], [-4.21, -9.01, -20.34], [-4.61, -9.08, -21.48], [-5.62, -8.39, -21.98], [-6.35, -7.51, -21.11], [-5.95, -6.07, -21.40], [-3.93, -9.93, -22.52], [-6.09, -7.71, -20.07], [-7.42, -7.66, -21.21], [-4.87, -5.95, -21.42], [-6.39, -5.40, -20.66], [-6.34, -5.71, -22.35], [-3.58, -10.83, -22.02], [-3.04, -9.41, -22.86], [-4.64, -10.18, -23.31], [1.77, -9.89, -23.26], [2.21, -9.45, -24.32], [1.52, -9.42, -25.42], [0.23, -10.07, -25.47], [-0.90, -9.16, -25.08], [3.58, -8.85, -24.45], [0.24, -10.97, -24.84], [0.12, -10.46, -26.48], [-0.75, -8.68, -24.11], [-1.79, -9.78, -24.92], [-1.08, -8.40, -25.84], [3.84, -8.31, -23.54], [3.62, -8.13, -25.26], [4.34, -9.62, -24.59], [2.57, -11.28, -19.28], [3.57, -11.75, -18.73], [4.58, -12.25, -19.33], [4.66, -12.38, -20.78], [6.06, -12.88, -21.10], [3.75, -11.74, -17.25], [4.47, -11.47, -21.35], [3.90, -13.09, -21.11], [6.27, -12.81, -22.16], [6.18, -13.90, -20.74], [6.80, -12.28, -20.57], [4.76, -11.39, -17.05], [3.70, -12.77, -16.88], [3.01, -11.14, -16.74], [1.81, -12.84, -27.76], [1.95, -14.03, -27.69], [1.23, -14.77, -26.83], [0.19, -14.15, -26.12], [-0.36, -15.11, -25.11], [2.90, -14.82, -28.52], [-0.61, -13.80, -26.78], [0.52, -13.23, -25.61], [-0.97, -15.92, -25.49], [-0.95, -14.63, -24.32], [0.45, -15.63, -24.57], [2.54, -15.84, -28.68], [3.85, -14.87, -27.99], [3.12, -14.35, -29.47], [-0.08, -11.40, -19.19], [-0.75, -11.63, -18.17], [-0.43, -12.51, -17.30], [0.64, -13.47, -17.55], [0.60, -14.53, -16.46], [-2.04, -10.93, -17.89], [1.59, -12.94, -17.53], [0.51, -13.93, -18.53], [-0.44, -14.82, -16.32], [0.95, -14.14, -15.51], [1.15, -15.41, -16.78], [-2.77, -11.33, -18.58], [-1.95, -9.85, -17.94], [-2.37, -11.21, -16.89]], "mulliken_charge": [1.28, 0.59, 0.35, -0.88, 0.57, 0.36, -0.90, 0.40, 0.42, -0.90, 1.05, -0.52, -0.58, 0.64, -0.16, 0.27, -0.58, 0.29, -0.07, -0.36, -1.08, 0.14, 0.33, 0.42, 0.46, 0.16, 0.28, 0.43, -0.53, 0.13, -0.58, 0.88, -0.44, 0.67, -1.28, -1.06, -0.40, 0.38, 0.33, 0.31, 0.40, 0.32, 0.34, 0.21, -0.26, 0.70, -0.33, 0.60, -1.64, -0.82, -0.03, 0.04, 0.44, 0.36, 0.40, 0.26, 0.39, 0.16, -0.53, 0.41, -0.36, -0.20, -0.92, 0.48, 0.18, 0.40, 0.05, 0.37, 0.32, -0.47, -0.28, 0.52, -0.29, 0.71, -0.35, 0.94, -0.83, -1.34, -1.05, 0.55, -0.23, 0.34, 0.53, 0.33, 0.39, 0.29, -0.42, 0.72, -0.27, 0.93, -1.64, -1.50, 0.04, -0.29, 0.38, 0.37, 0.44, 0.42, 0.40, 0.36, -0.53, 0.72, -0.25, 0.65, -0.97, -1.03, 0.49, -0.42, 0.40, 0.24, -0.06, 0.32, 0.15, 0.42, -0.73, 0.42, -0.29, 1.05, -1.48, -0.40, -0.72, 0.15, 0.40, 0.37, 0.39, -0.20, 0.28, 0.39]}

2.
{"formula": "C35H72BNO7", "method": "ωB97M-V with the def2-TZVPD basis set", "relative_energy_kj_mol": 0.0, "energy_ev": -53959.4066, "largest_force_ev_per_a": 3.15, "smiles": "CCCO[C@]1(COC)OC(=O)[C@@](CCC(C)C)(OCCOCC)[C@@]1(N=C(C)C)B(O)CC.CCCCCC.CCCCCC", "gap_ha": 0.289, "elements": ["C", "C", "C", "O", "C", "C", "O", "C", "O", "C", "O", "C", "C", "C", "C", "C", "C", "O", "C", "C", "O", "C", "C", "C", "N", "C", "C", "C", "B", "O", "C", "C", "H", "H", "H", "H", "H", "H", "H", "H", "H", "H", "H", "H", "H", "H", "H", "H", "H", "H", "H", "H", "H", "H", "H", "H", "H", "H", "H", "H", "H", "H", "H", "H", "H", "H", "H", "H", "H", "H", "H", "H", "H", "H", "H", "H", "C", "C", "C", "C", "C", "C", "H", "H", "H", "H", "H", "H", "H", "H", "H", "H", "H", "H", "H", "H", "C", "C", "C", "C", "C", "C", "H", "H", "H", "H", "H", "H", "H", "H", "H", "H", "H", "H", "H", "H"], "coordinates": [[-1.42, -6.15, -2.07], [-0.39, -5.51, -1.12], [0.62, -4.57, -1.82], [0.82, -3.35, -1.13], [-0.09, -2.32, -1.39], [-1.38, -2.71, -2.11], [-1.18, -2.82, -3.51], [-1.91, -1.88, -4.25], [0.60, -1.45, -2.33], [1.12, -0.42, -1.59], [2.23, 0.04, -1.68], [-0.12, 0.00, -0.68], [0.43, 1.18, 0.12], [-0.48, 1.95, 1.11], [-0.04, 3.44, 1.20], [-0.47, 4.27, 0.01], [1.46, 3.57, 1.47], [-1.05, 0.33, -1.69], [-2.35, 0.64, -1.24], [-2.74, 2.05, -1.68], [-3.80, 2.54, -0.88], [-5.05, 2.57, -1.53], [-5.67, 1.20, -1.72], [-0.22, -1.44, -0.03], [1.06, -1.60, 0.64], [1.27, -1.97, 1.84], [1.59, -3.42, 2.16], [1.32, -1.06, 3.04], [-1.47, -1.80, 0.87], [-2.14, -2.99, 0.64], [-2.01, -0.93, 2.07], [-3.47, -0.45, 1.90], [-2.42, -5.80, -1.79], [-1.24, -5.93, -3.11], [-1.45, -7.22, -1.89], [-0.85, -4.96, -0.31], [0.18, -6.31, -0.64], [0.39, -4.44, -2.88], [1.58, -5.07, -1.78], [-1.84, -3.61, -1.73], [-2.08, -1.90, -1.95], [-1.80, -2.10, -5.30], [-1.53, -0.87, -4.08], [-2.98, -1.92, -4.02], [1.33, 0.90, 0.65], [0.76, 1.90, -0.63], [-1.53, 1.97, 0.84], [-0.30, 1.57, 2.11], [-0.54, 3.83, 2.09], [-1.55, 4.36, -0.02], [-0.02, 5.26, 0.06], [-0.12, 3.83, -0.92], [2.05, 3.61, 0.56], [1.64, 4.52, 1.99], [1.83, 2.80, 2.14], [-2.52, 0.50, -0.18], [-3.04, -0.04, -1.75], [-3.09, 1.97, -2.71], [-1.88, 2.71, -1.70], [-4.98, 3.11, -2.48], [-5.74, 3.16, -0.92], [-5.62, 0.66, -0.77], [-5.19, 0.62, -2.50], [-6.72, 1.31, -1.97], [2.32, -3.49, 2.97], [2.05, -3.82, 1.27], [0.68, -3.97, 2.39], [1.06, -0.03, 2.82], [2.32, -1.13, 3.47], [0.66, -1.48, 3.80], [-2.44, -3.34, 1.49], [-2.01, -1.62, 2.93], [-1.33, -0.13, 2.36], [-4.05, -0.55, 2.81], [-3.97, -0.99, 1.10], [-3.46, 0.59, 1.60], [3.20, -1.54, -4.66], [4.61, -1.78, -4.12], [5.37, -0.49, -3.82], [5.62, 0.41, -5.04], [6.39, -0.26, -6.18], [7.80, -0.70, -5.79], [3.22, -1.00, -5.61], [2.69, -2.49, -4.83], [2.62, -0.96, -3.95], [5.17, -2.40, -4.82], [4.54, -2.36, -3.20], [6.33, -0.74, -3.35], [4.81, 0.08, -3.08], [6.18, 1.29, -4.70], [4.67, 0.78, -5.42], [6.46, 0.46, -7.01], [5.83, -1.11, -6.56], [8.39, 0.15, -5.44], [8.31, -1.14, -6.65], [7.78, -1.45, -5.00], [-0.63, 4.27, 8.01], [-1.29, 2.94, 7.65], [-0.61, 2.21, 6.49], [-0.62, 2.96, 5.16], [-2.01, 3.33, 4.64], [-2.88, 2.11, 4.35], [-0.67, 4.97, 7.17], [-1.14, 4.73, 8.85], [0.41, 4.12, 8.28], [-2.35, 3.10, 7.42], [-1.27, 2.29, 8.53], [-1.07, 1.23, 6.36], [0.43, 2.01, 6.77], [-0.11, 2.35, 4.41], [-0.03, 3.88, 5.25], [-1.89, 3.90, 3.72], [-2.52, 3.99, 5.35], [-2.41, 1.47, 3.61], [-3.85, 2.43, 3.95], [-3.08, 1.53, 5.25]], "mulliken_charge": [-1.26, -0.13, -0.72, -0.30, 0.70, -0.30, -0.38, -0.74, -0.35, -0.90, -0.60, 0.87, -0.70, 2.37, 0.90, -1.67, -1.85, -0.55, 1.38, -1.48, -0.34, -0.40, -0.98, 1.04, -0.37, 0.78, -1.37, -1.32, 0.86, -0.66, 0.46, -1.54, 0.32, 0.30, 0.34, -0.01, 0.60, 0.42, 0.49, -0.01, -0.11, 0.36, 0.14, 0.31, 0.58, 0.26, -0.06, -1.61, -0.11, 0.29, 0.57, 0.25, 0.35, 0.52, 0.31, -0.95, 0.35, 0.75, 0.15, 0.33, 0.39, 0.17, 0.25, 0.45, 0.52, 0.24, 0.19, -0.14, 0.67, 0.34, 0.26, 0.63, -0.69, 0.46, 0.28, 0.29, -0.88, -0.48, -0.46, -0.78, -0.40, -1.20, 0.40, 0.37, -0.01, 0.35, 0.34, 0.35, 0.13, 0.44, 0.28, 0.39, 0.24, 0.29, 0.38, 0.28, -1.19, -0.53, -0.92, 0.18, -0.64, -1.01, 0.27, 0.39, 0.29, 0.23, 0.41, 0.30, 0.45, -0.41, 0.51, 0.34, 0.47, 0.04, 0.43, 0.44]}